Record 1
Computed, not measured: a cluster of 2 separate species, C5H14 in total, with ωB97M-V/def2-TZVPD.

Calculated values
Kohn-Sham gap: 11.9 eV
structure (SMILES): CCC.CC
calculated total energy: -198.85235 a.u.
HOMO level: -10.7 eV
relative energy (zero: lowest compared OMol25 entry of this formula, charge and spin): 96.6 kJ/mol
multiplicity: 1
molecular weight: 74.17 g/mol
total charge: 0

Structure (XYZ):
```
19
Properties=species:S:1:pos:R:3:forces:R:3
H -2.419745 0.633905 -1.035106 -0.763 -0.094 0.386
H -0.767616 2.176054 -1.814151 0.061 0.088 -0.606
H -0.062312 0.619662 -1.658961 -0.443 -0.251 0.245
H 2.346382 -1.019733 3.146558 -0.550 0.780 0.029
H -0.543839 0.741753 1.403608 0.562 0.009 0.240
H -0.038019 -1.335339 2.368948 0.049 0.488 0.056
H 0.401845 -1.718404 0.754195 0.771 0.000 0.644
C 0.674264 -1.035070 1.593896 -0.451 0.140 -1.171
C 0.426581 0.366081 1.000567 -1.869 0.577 2.333
C -0.808075 1.166947 -2.233550 0.295 -0.560 -0.172
C -2.228633 0.591853 -2.092322 1.167 -0.867 -0.327
H -2.320126 -0.449787 -2.441880 0.406 0.162 0.375
H 2.905961 -0.880921 1.460151 -0.545 0.897 0.059
C 2.080720 -1.208885 2.108719 1.756 -2.640 -0.677
H 0.150770 0.417098 -0.020308 0.800 -0.326 -0.939
H -2.982893 1.078404 -2.680108 -0.269 0.834 -0.015
H 2.359551 -2.284762 2.042575 -0.537 0.101 0.245
H -0.342463 1.037502 -3.212934 -0.541 0.762 -0.354
H 1.167647 1.103645 1.310103 0.100 -0.100 -0.350
```
Positions in Å, forces in eV/Å.

***

Record 2
Computed, not measured: a cluster of 2 separate species, C3H3F2NO2S in total, with ωB97M-V/def2-TZVPD.

Calculated values
Kohn-Sham gap: 9.7 eV
calculated total energy: -919.19693 a.u.
HOMO level: -10.5 eV
multiplicity: 1
molecular weight: 155.13 g/mol
total charge: 0

Structure (XYZ):
```
12
Properties=species:S:1:pos:R:3:forces:R:3
H -0.717550 -0.266881 0.346951 0.892 0.741 0.966
F -0.327317 -1.386912 2.440521 -0.283 -0.508 -0.086
C 0.021539 -0.116830 2.181145 0.224 0.070 0.268
H 0.578650 -0.615686 -2.478548 -1.128 0.875 -1.388
O 0.029088 0.166027 0.871123 -1.281 -0.525 -1.119
N 2.578672 0.225283 2.750610 -3.603 -0.400 0.073
S -1.415547 0.665494 -2.836315 0.547 -1.248 0.506
F -0.821741 0.650866 2.913422 -0.074 0.102 -0.277
C 0.003571 0.056886 -3.207705 1.710 0.425 0.444
H 0.519895 0.608483 -3.989621 0.117 -0.427 -0.126
O -1.863139 -0.076250 -1.648383 -1.101 0.336 0.807
C 1.413878 0.089520 2.656801 3.980 0.559 -0.066
```
Positions in Å, forces in eV/Å.

***

Record 3
Computed, not measured: the molecule C5H13ClSi, with ωB97M-V/def2-TZVPD.

Calculated values
Kohn-Sham gap: 11.0 eV
structure (SMILES): CC[C@H](C)[Si@@H](C)Cl
calculated total energy: -948.01200 a.u.
HOMO level: -10.1 eV
relative energy (zero: lowest compared OMol25 entry of this formula, charge and spin): 139.3 kJ/mol
multiplicity: 1
molecular weight: 136.70 g/mol
total charge: 0

Structure (XYZ):
```
20
Properties=species:S:1:pos:R:3:forces:R:3
Si -0.244157 -0.473094 -1.960653 0.925 -0.415 0.786
H 0.667418 -0.380928 1.069734 0.365 -1.258 -0.125
C -0.497265 -2.326970 -1.548639 1.187 1.532 -1.188
H -1.424707 -2.377946 -1.076230 -1.850 -0.431 0.418
H -0.392904 -2.949238 -2.415660 -0.734 -0.092 -0.909
H -0.134449 1.682620 -0.760220 -0.155 1.290 -1.180
H -2.401530 1.029243 -0.383548 1.075 -0.782 1.593
C -0.274198 0.666927 -0.505367 0.251 -0.372 1.305
C 1.234571 1.504955 1.493426 -0.247 1.648 -0.097
H 0.182395 -2.835105 -0.928955 1.302 0.048 1.373
Cl -1.868556 0.109305 -3.055445 -0.205 -0.035 -0.624
H 1.512162 2.471499 1.105855 0.413 0.402 -0.935
H -1.330842 1.084000 1.208506 -1.216 -0.547 -0.341
H 2.125436 1.185299 2.010115 -0.004 -0.189 0.719
H 1.725141 0.331688 -0.187213 2.001 -0.669 -0.582
C 0.913269 0.460058 0.450123 -1.972 0.055 0.703
H 0.435277 1.877930 2.162351 0.164 -1.163 0.077
H -1.754109 -0.507202 0.369242 -0.557 -0.401 0.696
H 1.082488 -0.099664 -2.505556 -0.136 -0.400 -0.694
C -1.568550 0.545836 0.263406 -0.606 1.775 -0.994
```
Positions in Å, forces in eV/Å.

***

Record 4
Computed, not measured: a structure of composition C12H32FN3O9PSi2, with ωB97M-V/def2-TZVPD.

Calculated values
Kohn-Sham gap: 7.7 eV
calculated total energy: -2338.04068 a.u.
HOMO level: -11.3 eV
relative energy (zero: lowest compared OMol25 entry of this formula, charge and spin): 0.0 kJ/mol
multiplicity: 1
molecular weight: 468.54 g/mol
total charge: +1

Structure (XYZ):
```
60
Properties=species:S:1:pos:R:3:forces:R:3
H 4.716550 3.099501 1.429337 0.020 0.042 -0.002
H -4.213408 2.944971 -0.281518 0.021 0.013 0.021
C 3.376062 -1.936728 -2.004809 -0.155 0.398 -0.129
H 0.705995 0.443075 0.603899 0.179 -0.004 -0.125
H 1.195237 -3.248173 -3.433418 -0.112 -0.050 -0.035
O -3.515663 4.565653 2.434167 0.644 1.126 1.081
O 2.409450 1.328418 3.399047 0.226 0.272 0.378
H 2.501302 -1.541303 2.234536 0.000 -0.156 0.085
O -4.211366 2.472786 2.168147 0.503 -0.765 -0.236
H -2.127499 -0.557385 -5.248497 -0.075 -0.131 0.026
Si 1.530987 -1.551838 -1.760620 0.560 -0.941 -0.112
O 1.228162 -1.992745 -0.204094 -0.258 1.109 -0.158
O -1.191155 -2.811727 -4.640613 0.327 0.052 0.139
H -2.076832 -1.808273 3.064155 0.315 0.045 0.104
N -2.357166 -0.427408 -4.268895 0.236 0.085 0.179
C -1.303589 -1.385028 1.064801 0.188 -0.254 0.478
H -3.059190 0.240302 4.350660 -0.115 -0.074 0.030
C -3.264606 -0.231569 2.239269 0.763 -0.009 0.294
H -2.600854 0.551190 -4.164104 -0.143 -0.077 -0.007
H 3.960081 2.087341 2.519525 -0.115 -0.071 -0.052
H -4.002897 -0.977578 1.945915 -0.093 0.148 -0.120
H 3.731560 -2.514030 -1.147445 -0.143 -0.219 -0.131
H -4.075077 2.514469 4.231300 0.080 0.013 0.001
C -1.166177 -0.691845 -3.445571 0.073 0.299 -0.665
H 4.398486 1.524805 0.978687 0.018 -0.068 -0.083
H 5.079852 0.174503 -3.961854 -0.168 -0.035 -0.110
H -1.825909 -3.112119 -3.977263 -0.072 0.062 -0.172
C -0.333759 -1.847708 -4.017319 -0.781 -0.623 0.001
H 1.098462 -2.392021 2.925666 0.020 -0.001 -0.047
H -1.365381 -2.476150 0.989342 -0.118 0.051 -0.213
H -3.138077 0.489713 1.430195 -0.272 -0.090 -0.123
H -0.165556 -3.192914 -2.343957 -0.044 0.113 0.038
C -3.694168 3.757708 0.221980 -0.278 -0.166 -0.170
Si 0.503769 -0.981609 0.916895 -0.469 -0.535 0.321
O 5.907943 -1.073677 -1.948016 -0.224 0.377 -0.411
H 0.291683 -1.507723 -4.845809 0.062 0.159 0.153
N 4.663072 2.141669 1.774385 -0.095 -0.150 -0.390
O 1.392163 -0.509507 3.627952 0.345 -0.039 0.256
C 0.498388 -2.560983 -2.942962 0.333 0.384 -0.005
O 4.268456 0.195918 -3.438648 0.119 -0.037 0.103
H 5.571519 1.859783 2.140166 0.020 -0.025 -0.024
H -2.537375 2.381497 3.403505 -0.005 -0.055 -0.221
H -4.719466 0.277907 3.781671 0.019 0.001 -0.041
H -1.886143 -0.953120 0.248431 0.089 -0.073 -0.105
H -2.629162 3.708537 -0.015385 -0.044 0.001 -0.067
C -3.575312 2.037601 3.385772 -0.469 0.204 0.503
C -3.693582 0.527246 3.506097 -0.170 -0.004 -0.178
H -1.481575 -0.938036 -2.424511 -0.010 0.039 0.026
C -3.800967 3.669661 1.714998 -0.489 -0.408 -0.786
F 1.351221 0.024568 -1.965282 -0.094 -0.029 0.063
H -0.527003 0.196215 -3.425783 0.095 -0.128 0.367
H 6.519580 -0.320910 -1.926416 0.163 -0.298 0.153
H 3.500568 -2.489624 -2.936612 0.200 -0.105 0.103
O 4.139703 0.431022 -0.885530 0.078 0.159 0.237
N 1.392714 0.792658 3.155933 -0.225 -0.352 -0.478
P 4.402143 -0.501194 -2.011236 0.196 0.214 0.696
C 1.445580 -1.446380 2.513061 -0.185 0.357 -0.223
H -4.077254 4.718567 -0.113736 0.060 0.000 -0.001
C -1.903422 -0.942292 2.422713 -0.685 0.393 -0.244
H -1.261094 -0.235684 2.957696 0.152 -0.144 0.030
```
Positions in Å, forces in eV/Å.

***

Record 5
Computed, not measured: a structure of composition C46H54BGeN6ReS3, with ωB97M-V/def2-TZVPD.

Calculated values
Kohn-Sham gap (spin up / spin down): 3.0 / 3.0 eV
calculated total energy: -5486.74193 a.u.
HOMO level (spin up / spin down): -17.1 / -17.1 eV
relative energy (zero: lowest compared OMol25 entry of this formula, charge and spin): 67.0 kJ/mol
multiplicity: 1
molecular weight: 1056.81 g/mol
total charge: +4

Structure (XYZ):
```
112
Properties=species:S:1:pos:R:3:forces:R:3
H 2.303018 2.661382 3.987410 -0.754 1.471 -0.515
H 5.713406 -3.051779 -2.516213 -0.189 0.069 0.590
C 0.842889 4.803689 1.712305 -0.182 -0.939 -0.537
C 2.190769 -0.588065 -2.954066 -1.117 -0.575 -0.799
C 2.712775 -1.394813 -4.005514 1.021 0.616 0.182
H -1.449781 -6.357421 -0.006830 0.566 0.059 0.021
S 1.744855 1.213648 -3.339917 1.347 -0.974 0.575
C -4.396995 3.817877 -0.268345 0.774 0.461 0.893
N -0.610053 -1.375539 -1.219916 -1.451 -0.719 0.050
C -0.841197 -2.940921 4.221812 0.743 -0.769 0.742
H -1.677079 3.470704 2.596801 -0.503 0.225 -0.315
H -4.756669 -0.832998 -3.280061 0.743 -0.034 0.425
H -0.193348 -0.607895 5.316013 -0.016 -0.095 0.389
H -4.436926 -4.413742 -1.080585 0.134 0.155 -0.132
C -1.911637 -3.223019 -1.316095 -0.368 -0.572 0.326
C 1.585734 5.936848 1.974536 0.987 0.193 0.844
H 1.413613 6.793823 1.324008 0.374 0.102 0.389
C -3.128391 4.323946 -0.444535 1.712 0.171 -0.601
H 4.405221 -0.360392 1.953832 0.945 0.186 -0.669
H 3.192137 -3.759802 0.234893 0.526 -1.251 -0.740
C -3.913846 -0.269947 -2.834656 1.257 -0.647 0.466
Re 0.994196 1.611406 -1.268003 -1.375 1.923 -0.253
H -3.878544 -5.887199 -0.419272 0.111 0.771 0.736
H -1.004591 8.459468 -3.384838 -0.119 -0.509 0.638
N -0.275718 -1.112316 1.373767 1.664 1.050 -1.488
C -2.127985 4.165829 0.562419 -0.670 -0.733 -0.364
H 4.174004 -1.328435 3.412427 -0.360 0.544 -0.347
H 3.893649 -5.405161 0.178483 0.130 0.008 -0.513
C -2.213737 8.314208 -0.249116 0.708 -0.844 0.461
H 3.933991 0.476679 3.479006 -0.198 -1.295 -0.959
H -1.259489 0.488367 4.437062 -0.079 -1.008 0.429
C -0.684073 6.494327 -0.617341 -0.001 0.624 -0.345
C -2.484326 -1.596701 2.872593 -0.430 -0.601 0.005
C 2.530957 5.935999 3.062425 -1.014 1.246 -0.132
C -1.142603 -1.549907 3.634795 -0.022 -0.655 -0.777
C -1.481594 7.246538 0.246689 0.303 -0.594 0.708
C 3.808312 -0.459436 2.823360 0.017 0.694 2.026
H -0.229892 -5.069294 -0.463993 0.915 -0.369 -0.168
H -3.347361 0.227059 -3.639446 -0.568 0.137 0.205
S -1.052590 1.069781 -2.086622 -2.665 -0.071 1.489
S 2.683049 1.168881 0.209372 0.578 -0.366 1.568
N 0.843249 -0.658625 0.599050 -0.749 -0.122 0.977
B 0.779405 -0.899571 -0.841943 -0.978 -0.319 0.534
H 2.481848 0.126907 -5.425149 -0.033 0.345 -0.691
C 4.078002 -5.384408 -2.761225 0.423 -1.584 -0.359
H -1.492250 -3.161291 5.104687 0.387 0.327 -0.805
H 4.682648 -5.188873 -3.715386 -0.676 -0.180 1.514
C -2.444331 3.612328 1.822942 0.474 -0.063 -0.932
C 2.931775 -0.848433 -5.393253 -0.897 -1.541 -0.415
C 4.053264 -4.238892 -1.737274 -0.162 0.308 -0.865
C 2.007507 3.639829 3.476033 0.415 -1.691 0.967
C 3.375757 -4.664229 -0.437012 -0.352 1.124 1.308
C -3.757469 3.229175 2.009702 -0.534 -0.710 -0.097
C -2.835550 -1.134293 -2.091837 -1.366 1.298 -1.695
C -1.153363 -0.577084 4.807290 -0.119 1.883 -0.616
H -3.653630 -3.162464 -2.361314 -0.198 1.130 -0.525
H 5.683547 -3.106850 -0.719390 0.159 0.003 0.255
C -2.440211 -5.431991 -2.301358 0.522 -1.684 -0.756
H -2.853011 4.864846 -1.392945 -0.372 -0.648 1.021
H -4.064365 2.798927 2.957435 0.005 0.190 0.002
H 3.453865 4.805667 4.662046 -1.110 -0.072 -0.858
H -5.693893 2.857504 1.199986 0.377 0.201 -0.344
C 1.952682 -0.093369 1.193638 -0.224 -0.367 -2.665
H 6.243431 -4.494059 -1.811817 -0.593 0.451 0.909
H 0.219970 -3.037016 4.611912 -1.181 0.124 -0.435
H -3.250026 -2.024882 3.592559 0.740 0.541 -1.096
C -2.092934 8.726439 -1.542966 0.826 -0.197 -1.167
H -2.805909 -0.598400 2.527081 0.062 -0.304 0.325
C -0.505841 6.942240 -1.912206 0.416 -0.415 -1.162
Ge -0.338409 4.777590 0.118538 -0.088 2.108 2.536
H 3.987311 -0.810150 -5.641744 0.163 0.163 0.067
C 1.357217 -1.236618 3.090210 1.343 1.887 -0.774
H 0.504152 2.721462 2.294151 -0.213 -0.256 -0.225
C -2.245877 -4.678956 -0.997435 -0.307 0.447 -0.091
H -5.103818 4.004265 -1.028994 -0.911 -0.160 -0.621
H 3.076229 -5.778963 -3.079390 0.667 0.599 0.375
H -2.996225 -4.845670 -3.033296 0.243 -0.052 -0.218
H -3.772912 -4.326994 0.508719 -0.177 0.279 1.328
C -3.651155 -4.799303 -0.427246 -0.630 -0.738 -0.318
C 2.675095 4.805127 3.849735 1.304 -0.057 -0.109
H -3.121657 -6.325909 -2.105020 1.313 0.960 -0.392
C -4.696218 3.246510 0.961121 -0.334 -0.021 1.013
H -1.284763 -4.858713 0.962617 0.156 -0.427 -1.064
N 2.624694 -2.329564 -1.358788 -1.458 -0.341 -1.251
C 0.364823 3.308688 -0.869168 1.559 -3.789 -2.262
H 3.071485 6.861887 3.390445 -0.583 -0.908 -0.759
H -4.316520 0.445962 -2.124286 -0.028 0.297 -0.111
C -1.195917 -5.296302 -0.077527 -1.609 0.441 1.098
H -2.861942 8.792365 0.404576 -1.018 1.048 1.128
N 1.917347 -1.259003 -1.801390 0.618 1.871 0.511
H -1.464017 -5.773418 -2.713206 -0.770 0.171 -0.053
H -1.975791 -0.769793 5.526728 0.562 -0.083 -0.530
H 4.547519 -6.244715 -2.184522 -0.325 0.893 -1.074
H 2.369360 -5.015634 -0.675538 0.065 -0.298 0.071
C 0.003186 -1.211593 2.626894 -0.628 -1.144 2.023
C 1.053737 3.631513 2.469574 0.666 0.497 0.104
H -2.405851 -2.236129 1.937828 -0.181 0.469 1.263
H -1.000919 -3.735704 3.483838 0.074 0.108 0.114
C -1.190883 8.051329 -2.374322 -0.127 1.055 -0.502
C -2.859170 -2.477017 -2.053876 -0.722 -1.830 0.914
C 5.506481 -3.675575 -1.619506 0.148 -0.652 -1.622
C 3.204900 -3.093717 -2.288916 0.648 1.407 0.643
C 2.407586 -0.640559 2.372457 -1.258 -0.378 1.354
N -0.823178 -2.677077 -0.862670 1.392 0.502 -0.377
H -2.609705 9.600707 -1.910561 -0.172 -0.054 0.009
H 1.611845 -1.454863 4.097517 -0.193 -0.720 0.783
C -1.601768 -0.601644 -1.679110 2.549 0.679 -0.795
H 3.543739 -3.314278 -4.431014 -0.108 0.209 0.279
C 3.164472 -2.649228 -3.648032 -0.065 -0.720 0.120
H -1.471263 6.988596 1.328842 -0.517 0.246 -0.811
H 0.172099 6.442705 -2.615272 -0.284 0.048 0.344
H 2.456365 -1.556429 -6.160892 0.497 1.132 1.052
```
Positions in Å, forces in eV/Å.

***

Record 6
Computed, not measured: a structure of composition C5H13P, with ωB97M-V/def2-TZVPD.

Calculated values
Kohn-Sham gap: 9.8 eV
calculated total energy: -539.59072 a.u.
HOMO level: -8.8 eV
relative energy (zero: lowest compared OMol25 entry of this formula, charge and spin): 105.3 kJ/mol
multiplicity: 1
molecular weight: 104.13 g/mol
total charge: 0

Structure (XYZ):
```
19
Properties=species:S:1:pos:R:3:forces:R:3
C -0.377081 1.897060 0.172958 -0.150 -0.180 0.079
H -1.191732 2.590742 -0.025431 -0.037 0.099 -0.047
P -0.433634 -2.267411 0.748735 -0.450 0.190 0.344
H 2.508034 -0.994695 0.519745 0.162 -0.134 0.104
H -1.792846 0.409286 0.772953 0.016 0.026 -0.041
H 1.742402 -0.840854 -1.100116 -0.005 -0.085 -0.239
C 1.868969 -0.410212 -0.121272 -3.764 -0.051 1.886
C -0.891667 0.459793 0.144402 -0.031 0.099 -0.026
H 0.048285 2.140409 1.144446 0.062 0.072 0.083
C 0.095018 -0.509965 0.761722 3.618 0.114 -1.706
H 0.749457 -2.766340 1.288443 0.338 -0.249 0.270
H 0.352502 -0.221281 1.781423 -0.068 -0.004 -0.003
C -1.290499 0.064856 -1.274206 -0.078 -0.012 0.262
H -1.973218 0.803995 -1.691171 -0.053 -0.012 -0.068
H -0.412594 0.007714 -1.913927 0.091 -0.007 -0.105
H -0.034922 -2.573697 -0.548458 0.058 -0.147 -0.522
H 0.385172 2.043113 -0.588511 0.107 0.055 -0.054
H -1.788303 -0.905000 -1.276447 -0.047 -0.018 -0.134
H 2.122205 0.635340 -0.132757 0.230 0.244 -0.085
```
Positions in Å, forces in eV/Å.